[1]
DFT (the ωB97M-V functional and the def2-TZVPD basis) results for a 2-piece molecular cluster, C9H14O overall.

SMILES ... Cc1ccc(O)cc1.CC
HOMO ... -8.80 eV
Kohn-Sham gap ... 0.35585 Ha
ΔE to the lowest compared entry with this formula, charge and spin ... 30.5 kcal/mol

Element x y z (Å)
C1 -0.068 0.593 -2.214
C2 0.145 -0.453 -1.135
C3 -0.895 -0.739 -0.280
C4 -0.918 -1.866 0.569
C5 0.080 -2.799 0.451
O1 0.015 -4.105 0.907
C6 1.175 -2.467 -0.365
C7 1.246 -1.330 -1.154
H1 0.087 0.102 -3.174
H2 0.615 1.431 -2.142
H3 -1.119 0.890 -2.179
H4 -1.611 0.029 0.008
H5 -1.637 -1.808 1.380
H6 0.212 -4.078 1.839
H7 1.932 -3.226 -0.549
H8 2.041 -1.211 -1.877
C8 0.073 3.283 0.943
C9 -0.417 1.968 1.669
H9 0.649 3.023 0.052
H10 -0.862 3.677 0.528
H11 0.746 4.032 1.344
H12 -1.471 1.802 1.486
H13 0.209 1.246 1.156
H14 -0.226 2.005 2.738

[2]
DFT (the ωB97M-V functional and the def2-TZVPD basis) results for one molecule with the formula C2H10N2OSi.

SMILES ... CO[Si](C)(N)N
HOMO ... -9.55 eV
Kohn-Sham gap ... 0.37673 Ha
ΔE to the lowest compared entry with this formula, charge and spin ... 4.4 kcal/mol

Element x y z (Å)
C1 -2.241 -0.023 -0.050
O1 -1.012 0.704 0.092
Si1 0.539 -0.024 -0.180
C2 1.466 1.632 -0.080
N1 0.647 -1.312 -1.405
N2 0.573 -1.099 1.233
H1 -2.785 -0.145 -0.996
H2 -2.894 0.464 0.647
H3 -1.933 -0.922 0.446
H4 1.164 2.358 -0.846
H5 1.044 2.048 0.850
H6 2.495 1.658 -0.026
H7 0.779 -2.284 -1.096
H8 0.634 -1.161 -2.410
H9 0.041 -0.649 2.007
H10 1.484 -1.247 1.814

[3]
DFT (the ωB97M-V functional and the def2-TZVPD basis) results for one molecule with the formula C5H8O.

HOMO (alpha / beta) ... -8.10 / -8.11 eV
Kohn-Sham gap (alpha / beta) ... 0.27666 / 0.27697 Ha
ΔE to the lowest compared entry with this formula, charge and spin ... 107.7 kcal/mol

Element x y z (Å)
C1 0.445 1.918 -1.440
C2 0.103 1.541 -0.040
C3 -0.443 0.403 0.446
C4 -1.380 -0.605 0.109
C5 -1.061 -1.932 0.691
O1 0.229 -2.171 1.250
H1 0.001 2.886 -1.699
H2 1.537 2.040 -1.506
H3 0.138 1.150 -2.153
H4 -0.003 0.266 1.439
H5 0.497 2.212 0.727
H6 -1.307 -2.698 -0.066
H7 -1.783 -2.113 1.506
H8 0.870 -2.080 0.533

Number 1: total energy -426.5242 Eh, strongest force on any atom 2.37 eV/A. Number 2: total energy -556.5160 Eh, strongest force on any atom 3.51 eV/A. Number 3: total energy -270.3863 Eh, strongest force on any atom 0.72 eV/A.